Below is a structure of composition C43H56BF6N10OS4Sr, with properties calculated with ωB97M-V with the def2-TZVPD basis set.

The geometry in XYZ format:
```
122
Properties=species:S:1:pos:R:3:forces:R:3
Sr 0.93361 -0.65091 -0.25456 -1.786 0.323 1.484
C 4.66695 1.16114 2.97446 -0.063 -0.005 -0.027
C 3.50995 1.91632 2.40088 0.035 -0.175 -0.014
C 3.60695 3.20304 2.00100 0.104 0.117 -0.051
C 2.49230 3.86881 1.41418 0.048 0.057 -0.007
N 1.33500 3.29768 1.35008 0.034 -0.136 0.076
N 1.20321 2.02006 1.79452 -0.127 -0.013 0.109
B -0.28151 1.70200 2.11631 0.033 0.078 0.058
N -1.17955 2.85284 1.69146 0.096 -0.158 0.084
N -1.46754 3.70971 2.69052 0.012 -0.029 -0.083
C -2.20536 4.74141 2.41636 -0.049 0.053 0.020
C -2.72550 4.93069 1.10563 -0.102 0.089 0.071
C -2.42920 4.07105 0.10229 0.011 -0.030 -0.211
C -2.96188 4.24151 -1.28473 0.023 -0.016 0.034
C -1.54888 2.97483 0.40246 0.074 0.070 0.036
S -0.99296 1.89908 -0.78570 -0.054 0.023 0.055
C -2.51844 5.72059 3.53834 -0.016 -0.023 -0.063
C -4.02416 5.65420 3.83393 -0.012 0.011 -0.029
C -1.73751 5.37157 4.80217 0.052 -0.032 0.005
C -2.13836 7.13913 3.08681 0.006 -0.018 -0.017
N -0.42560 1.30167 3.62785 0.179 0.109 -0.154
N 0.10865 1.80974 4.71438 -0.106 -0.110 -0.025
C -0.08613 1.11832 5.82207 0.076 0.071 -0.005
C -0.84332 -0.07725 5.81145 0.003 -0.043 0.125
C -1.36399 -0.60225 4.65500 -0.129 -0.212 0.044
C -2.14687 -1.87616 4.57151 0.036 0.062 -0.025
C -1.07975 0.15445 3.51815 0.115 0.055 -0.097
S -1.30007 0.00769 1.79550 -0.353 0.089 0.038
C 0.58521 1.68554 7.06758 -0.011 -0.040 -0.021
C 0.02947 3.09098 7.32888 -0.028 0.026 -0.007
C 0.33944 0.80362 8.29007 -0.012 -0.029 0.033
C 2.09601 1.77010 6.79759 -0.009 -0.021 -0.011
C 2.24405 1.25191 2.21567 -0.078 0.059 -0.026
S 2.05087 -0.40719 2.48025 0.229 0.096 0.486
C 2.61507 5.27027 0.84013 0.036 -0.018 0.028
C 3.26428 6.19601 1.87957 -0.012 0.006 0.000
C 3.50276 5.18382 -0.41087 0.027 0.012 0.004
C 1.24267 5.82306 0.45839 -0.051 -0.010 0.012
H 5.51098 1.82813 3.14752 -0.035 -0.021 -0.015
H 4.97195 0.36401 2.29273 -0.029 0.024 0.010
H 4.38322 0.67736 3.91043 0.008 0.020 -0.015
H 4.55005 3.72641 2.10799 -0.055 -0.006 -0.020
H -3.37858 5.77268 0.90862 0.038 -0.015 0.018
H -3.70220 5.03986 -1.31648 0.028 -0.016 0.000
H -3.41007 3.31084 -1.63487 -0.005 0.021 0.008
H -2.15301 4.47496 -1.98028 -0.001 -0.017 0.034
H -4.30931 4.65613 4.17521 0.011 0.040 -0.014
H -4.62149 5.89689 2.95147 0.021 -0.005 0.045
H -4.28025 6.37034 4.61743 0.008 -0.023 -0.023
H -1.99726 4.37756 5.16920 0.007 0.034 -0.005
H -1.96911 6.10364 5.57874 0.012 -0.035 -0.014
H -0.66017 5.38447 4.61882 -0.057 0.004 0.012
H -2.71890 7.46698 2.22207 0.023 -0.011 0.030
H -1.07767 7.19875 2.82839 -0.046 -0.005 0.021
H -2.32996 7.84424 3.89767 0.002 -0.018 -0.023
H -0.99438 -0.61352 6.73984 0.019 0.040 -0.033
H -2.11897 -2.41714 5.51491 -0.004 0.006 0.005
H -1.75494 -2.52190 3.78247 0.004 0.026 0.028
H -3.18930 -1.66352 4.32404 0.023 0.006 0.006
H -1.04928 3.06264 7.50755 0.055 0.002 -0.002
H 0.22034 3.74612 6.47809 -0.012 -0.020 0.032
H 0.50915 3.51641 8.21285 -0.018 -0.012 -0.036
H -0.72393 0.72725 8.53394 0.050 0.008 -0.008
H 0.84067 1.24409 9.15270 -0.011 -0.017 -0.018
H 0.74334 -0.20356 8.15408 -0.018 0.047 0.017
H 2.30037 2.41900 5.94454 -0.004 -0.023 0.030
H 2.51295 0.78093 6.58844 -0.015 0.046 0.012
H 2.60292 2.17682 7.67524 -0.021 -0.013 -0.038
H 4.30458 5.93001 2.07771 -0.045 0.002 0.006
H 2.71612 6.17465 2.82543 0.013 0.009 -0.047
H 3.25636 7.22227 1.50745 0.016 -0.035 0.008
H 4.49427 4.78853 -0.17315 -0.046 0.018 -0.018
H 3.63283 6.17846 -0.84321 -0.002 -0.037 0.014
H 3.04972 4.53577 -1.16472 0.014 0.020 0.024
H 0.58539 5.88228 1.33121 0.042 0.006 -0.061
H 0.75207 5.19356 -0.28686 0.022 0.024 0.028
H 1.36474 6.82641 0.04399 -0.019 -0.043 0.017
N 1.57178 -3.49341 -2.53379 -0.064 0.027 0.118
C 1.55589 -3.88435 -1.24179 -0.053 -0.066 0.098
N 1.01952 -3.19444 -0.26686 0.063 -0.600 0.048
C 1.10007 -3.91868 0.93067 -0.052 0.124 -0.054
C 0.59675 -3.50144 2.15910 -0.035 0.044 0.031
C 0.76494 -4.31292 3.26889 -0.009 0.021 -0.015
C 1.41917 -5.54078 3.16941 0.018 -0.017 -0.039
C 1.91073 -5.97661 1.94924 -0.004 -0.010 0.040
C 1.74049 -5.15605 0.84403 0.010 -0.020 -0.024
S 2.22897 -5.43547 -0.80184 0.000 -0.021 -0.073
H 1.44569 -2.50056 -2.69284 0.055 0.031 0.003
H 2.20429 -3.96560 -3.15619 0.022 -0.008 -0.024
H 0.08496 -2.54733 2.23526 0.041 -0.060 0.013
H 0.38473 -3.99015 4.23130 0.015 -0.008 -0.038
H 1.54229 -6.16134 4.04778 -0.006 0.026 -0.034
H 2.41422 -6.93164 1.86237 -0.028 0.046 0.006
C 0.51053 1.12890 -5.63211 -0.025 0.007 0.059
C -0.02552 0.18015 -4.61115 -0.017 0.008 0.066
C -0.94490 -0.84494 -4.69157 -0.080 -0.078 -0.033
C -1.03587 -1.37751 -3.39120 -0.078 -0.092 0.042
N -0.22497 -0.73085 -2.56129 -0.054 0.181 -0.514
N 0.36828 0.21810 -3.32686 -0.024 0.034 -0.063
C -1.86559 -2.51957 -2.90323 -0.006 0.043 -0.053
H 0.52060 0.66139 -6.61498 -0.003 0.005 0.023
H 1.52969 1.43500 -5.38674 -0.051 -0.024 -0.013
H -0.10509 2.02847 -5.69284 0.010 -0.039 0.013
H -1.48212 -1.16784 -5.56970 0.056 0.014 0.058
H 1.07763 0.81234 -2.92653 0.092 -0.085 -0.040
H -1.67734 -3.41283 -3.49925 -0.008 0.002 0.007
H -2.92869 -2.28674 -2.97516 0.010 -0.004 0.006
H -1.62911 -2.74664 -1.86413 0.013 0.006 0.004
C 4.16314 -0.86732 -3.40247 -0.079 -0.046 -0.090
C 3.83473 -0.62931 -1.92767 0.012 0.166 -0.106
O 2.51264 -0.75324 -1.62030 2.095 0.076 -1.459
C 4.65498 -1.62533 -1.06998 -0.117 0.071 -0.071
F 4.54070 -2.86944 -1.56748 -0.044 -0.089 -0.041
F 4.21216 -1.67366 0.19160 -0.006 0.024 0.155
F 5.96081 -1.33381 -1.03237 0.132 0.037 0.002
C 4.25758 0.82183 -1.59555 -0.138 -0.079 0.000
F 3.39789 1.68552 -2.18251 -0.064 0.024 -0.048
F 5.47725 1.15453 -2.01194 0.186 0.021 -0.015
F 4.19361 1.07534 -0.27475 0.005 0.018 0.117
H 3.71778 -1.81116 -3.70978 0.021 0.006 -0.010
H 5.23684 -0.90318 -3.58419 -0.014 0.002 -0.010
H 3.73073 -0.06603 -4.00222 -0.002 -0.035 0.005
```
Forces are in eV/Å.

## Properties
total charge = +1
frontier orbital gap = 0.27892 Ha

Here are the Mulliken charges for atoms 1 to 99, given in e:
1 Sr 3.22
2 C -1.69
3 C -0.76
4 C -0.74
5 C -0.12
6 N -0.58
7 N 1.41
8 B -1.34
9 N 0.40
10 N -0.46
11 C 0.09
12 C -0.48
13 C 0.04
14 C -1.80
15 C 0.82
16 S -0.25
17 C 2.29
18 C -1.80
19 C -2.06
20 C -1.68
21 N 0.83
22 N -0.56
23 C -0.49
24 C -0.17
25 C -0.06
26 C -1.55
27 C 0.65
28 S -0.17
29 C 2.42
30 C -1.59
31 C -2.30
32 C -1.61
33 C 1.74
34 S -0.34
35 C 2.43
36 C -1.83
37 C -1.80
38 C -1.86
39 H 0.48
40 H 0.26
41 H 0.30
42 H 0.40
43 H 0.45
44 H 0.43
45 H 0.35
46 H 0.31
47 H 0.37
48 H 0.34
49 H 0.48
50 H 0.29
51 H 0.53
52 H 0.31
53 H 0.38
54 H 0.29
55 H 0.48
56 H 0.59
57 H 0.38
58 H 0.27
59 H 0.35
60 H 0.37
61 H 0.28
62 H 0.45
63 H 0.44
64 H 0.42
65 H 0.46
66 H 0.28
67 H 0.39
68 H 0.45
69 H 0.36
70 H 0.32
71 H 0.49
72 H 0.37
73 H 0.48
74 H 0.31
75 H 0.18
76 H 0.24
77 H 0.60
78 N -0.11
79 C 0.13
80 N 0.41
81 C -1.76
82 C 0.81
83 C -0.71
84 C -0.69
85 C -0.49
86 C 1.13
87 S -0.31
88 H -0.30
89 H 0.33
90 H 0.09
91 H 0.43
92 H 0.40
93 H 0.42
94 C -1.44
95 C 0.65
96 C -1.10
97 C 0.32
98 N 0.18
99 N 0.47



Below is a cluster of 5 separate species, C4H16O4 in total, with properties calculated with ωB97M-V with the def2-TZVPD basis set.

The geometry in XYZ format:
```
24
Properties=species:S:1:pos:R:3:forces:R:3
C 1.74971 -0.16805 0.38673 1.076 -0.031 0.525
C 1.30357 1.26577 0.39064 -1.939 -0.117 -1.109
C 0.34709 1.68077 1.23161 1.567 0.233 -0.184
C 1.65944 2.10909 -0.81321 0.606 0.320 0.909
H 2.39870 -0.27141 1.26490 -0.120 -0.429 -0.029
H 2.36449 -0.45320 -0.46657 -0.094 0.258 -0.141
H 0.94069 -0.89546 0.44330 -0.130 0.185 0.175
H 0.09921 2.73173 1.18292 -0.543 -0.041 0.268
H 0.07950 1.05664 2.06624 -0.440 0.042 0.209
H 2.71825 2.38710 -0.76675 0.087 -0.396 -0.387
H 1.15542 3.07692 -0.78909 -0.316 -0.192 -0.112
H 1.42503 1.54394 -1.71315 0.179 0.151 -0.187
H 0.14045 -1.54251 -1.77732 -0.229 0.176 -0.223
H 1.10165 -2.49342 -2.48096 -0.188 0.322 -0.148
O 0.61926 -1.66140 -2.60760 0.337 -0.433 0.258
H -3.38587 -1.85983 -0.30608 0.368 -0.119 0.106
H -2.27344 -2.32791 0.65412 -0.124 0.109 -0.097
O -2.72554 -2.55351 -0.16096 -0.217 -0.048 -0.155
H -1.73562 0.68976 -2.45813 0.145 -0.303 0.363
H -1.15175 1.03327 -1.08573 -0.009 -0.136 0.055
O -1.52020 0.29824 -1.59513 -0.059 0.403 -0.239
H -1.32733 -0.75945 3.62490 0.058 -0.151 -0.260
H -1.87761 -1.66526 2.47819 0.332 0.120 0.152
O -2.10511 -1.22183 3.29712 -0.349 0.078 0.253
```
Forces are in eV/Å.

## Properties
total charge = 0
relative energy (zero: lowest compared OMol25 entry of this formula, charge and spin) = 124.65 kJ/mol
frontier orbital gap = 0.36625 Ha
SMILES string = C=C(C)C.O.O.O.O

Table of Mulliken atomic charges, one value per atom, all in e:
1 C -1.25
2 C 1.05
3 C -1.03
4 C -1.30
5 H 0.37
6 H 0.36
7 H 0.18
8 H 0.31
9 H 0.24
10 H 0.36
11 H 0.35
12 H 0.35
13 H 0.29
14 H 0.31
15 O -0.61
16 H 0.32
17 H 0.27
18 O -0.61
19 H 0.30
20 H 0.31
21 O -0.58
22 H 0.31
23 H 0.31
24 O -0.61



Below is the molecule C2H3NOS, with properties calculated with ωB97M-V with the def2-TZVPD basis set.

The geometry in XYZ format:
```
8
Properties=species:S:1:pos:R:3:forces:R:3
C -0.93356 -0.79830 0.07253 -2.155 2.493 0.456
C 0.97423 0.56311 0.05717 0.094 -3.751 -1.605
H -0.11476 -1.44823 0.46223 -0.730 0.105 -0.572
H -1.04408 1.50583 -0.20432 2.083 -2.676 0.549
H 1.50415 1.40804 -0.16454 0.936 2.615 0.117
N -0.40332 0.61857 -0.02272 0.760 -1.480 0.235
O -2.10674 -0.99381 -0.12637 1.783 -0.308 0.102
S 2.12408 -0.85521 -0.07400 -2.773 3.001 0.718
```
Forces are in eV/Å.

## Properties
total charge = 0
relative energy (zero: lowest compared OMol25 entry of this formula, charge and spin) = 158.03 kJ/mol
frontier orbital gap = 0.30038 Ha
SMILES string = O=CNC=S

Table of Mulliken atomic charges, one value per atom, all in e:
1 C 0.21
2 C -0.21
3 H 0.23
4 H 0.33
5 H 0.36
6 N -0.18
7 O -0.45
8 S -0.30



Below is a cluster of 3 separate species, C2H2FO4 in total, with properties calculated with ωB97M-V with the def2-TZVPD basis set.

The geometry in XYZ format:
```
9
Properties=species:S:1:pos:R:3:forces:R:3
C -0.13910 -0.02828 -0.07041 -2.272 1.020 -0.879
C -2.17990 1.22780 1.69073 -0.532 0.067 -0.426
O 0.73232 -0.70860 -0.60624 1.308 -0.553 -0.101
O -1.36907 0.04987 -0.77559 0.379 -0.898 -1.289
O -1.88619 1.54618 2.72969 0.044 0.269 0.932
O -0.15797 0.64753 0.94588 1.175 0.567 1.600
F 3.20451 -0.54683 0.31119 -2.834 0.144 -0.833
H -1.96038 0.71032 -0.39209 0.559 -0.262 0.461
H 2.16456 -0.52182 0.00629 2.172 -0.355 0.535
```
Forces are in eV/Å.

## Properties
total charge = -1
relative energy (zero: lowest compared OMol25 entry of this formula, charge and spin) = 50.56 kJ/mol
frontier orbital gap = 0.34260 Ha

Table of Mulliken atomic charges, one value per atom, all in e:
1 C 0.81
2 C -0.05
3 O -0.74
4 O -0.50
5 O -0.14
6 O -0.64
7 F -0.55
8 H 0.33
9 H 0.47



Number 1 is which compound? C43H56BF6N10OS4Sr



The lowest total charge belongs to which entry? C2H2FO4



What is the total charge in the second record? 0



The highest total charge belongs to which entry? C43H56BF6N10OS4Sr